(1)
Formula: C25H27N5O5S
Source: the OMol25 dataset
Level of theory: the ωB97M-V functional and the def2-TZVPD basis

Properties
net charge = 0
molecular weight = 509.588 g/mol
energy = -2017.03587 Eh
E_LUMO = 0.5 eV
SMILES string = CCn1cc2nc(SCC(=O)Nc3ccc(OC)c(OC)c3)n(Cc3ccc(OC)cc3)c(=O)c2n1
Kohn-Sham gap = 8.0 eV
HOMO energy = -0.276 hartree
relative energy (zero: lowest compared OMol25 entry of this formula, charge and spin) = 221.4 kJ/mol

Geometry (Å):
H: -5.29160 1.62069 -1.14306
C: -2.93977 1.03074 2.20677
C: 0.77725 -4.56114 1.73665
N: -0.57392 1.51791 1.82221
C: -0.11626 1.18655 -6.19818
H: 0.61450 1.63960 0.46074
N: -1.24508 -0.23382 3.26218
C: 2.22691 1.62214 2.24974
H: 3.52522 1.25893 -1.74750
H: -1.95863 -2.58557 1.98901
C: -5.09450 2.68953 -1.12563
H: -1.71395 -1.67261 4.63717
H: 2.56303 -6.91251 0.37873
H: 0.10338 1.09938 -7.26110
C: 2.56046 1.29117 -2.22192
O: 3.47720 1.08641 -4.45944
N: 1.50958 1.51873 -0.02443
O: 1.18640 -5.56864 0.91969
H: 2.47318 -4.45517 3.06256
O: 3.74091 1.26159 0.42965
H: 2.50009 -6.62202 2.13428
C: -0.31884 0.54136 2.63139
H: -4.73756 4.24414 0.33885
H: -1.03285 -4.41952 0.61932
C: -0.98262 -2.98969 2.21541
H: -0.94979 1.40167 -3.80534
S: 1.36676 0.18417 2.97184
C: 2.44722 -6.15035 1.14769
H: -0.07567 -0.98352 4.82317
C: 4.77860 1.03201 -3.92636
C: 1.15257 1.25001 -4.18994
N: -4.12261 1.49001 1.80276
H: 4.90595 0.17229 -3.26122
H: -0.70709 1.54481 -1.37836
H: -2.16079 3.47430 0.16548
H: -5.92599 3.20563 -1.59670
C: -0.47593 -4.01554 1.44968
H: -4.19128 2.88799 -1.69818
H: 5.02942 1.94790 -3.38192
C: 1.42937 1.41591 -1.41596
C: 0.03933 1.37168 -3.37698
C: -0.81610 -1.34306 4.10342
H: 1.58603 2.49016 2.39603
H: 5.44132 0.92800 -4.78404
N: -3.85958 2.47983 0.97479
H: 3.14450 1.71503 2.82979
C: 0.17258 1.45498 -1.99876
C: -2.64232 -0.05414 3.11015
C: 2.43500 1.20789 -3.59639
H: 1.56592 -2.63196 4.39232
C: -1.89505 1.77042 1.59757
O: -3.42125 -0.76533 3.70065
C: -4.93679 3.16913 0.31479
H: -0.65060 2.12584 -6.01671
C: 2.59189 1.43681 0.77579
H: -5.84157 2.95377 0.88589
O: 1.12951 1.16465 -5.55126
C: -0.25347 -2.47414 3.28313
C: 0.98700 -3.02019 3.56754
H: -0.74755 0.34582 -5.89020
C: -2.53803 2.70102 0.80172
H: 3.25222 -5.41479 1.05173
C: 1.50373 -4.05692 2.80931

---

(2)
Formula: C25H27N6O3SZr
Source: the OMol25 dataset
Level of theory: the ωB97M-V functional and the def2-TZVPD basis

Properties
net charge = +3
molecular weight = 582.821 g/mol
energy = -1967.60902 Eh
E_LUMO = -9.7 eV
Kohn-Sham gap = 4.9 eV
HOMO energy = -0.534 hartree
relative energy (zero: lowest compared OMol25 entry of this formula, charge and spin) = 0.0 kJ/mol

Geometry (Å):
C: 0.76282 3.17554 1.10228
C: -1.93467 -2.74923 -0.32851
H: 2.72023 3.56754 1.26105
H: -4.91367 1.13661 -2.10432
N: -2.28459 -5.53018 -0.41543
N: -0.79157 -5.87315 -2.05200
H: -2.63886 -3.22217 0.34114
H: 6.16333 2.35626 0.51777
H: -1.37005 2.86331 2.63569
H: 5.46837 2.23324 2.92194
C: -2.71741 -9.17190 -0.61859
O: -0.13395 2.49725 0.51362
H: -3.93718 3.83725 -2.94193
C: -0.10263 5.26761 4.64504
C: -1.77358 -9.39508 -1.65882
H: 0.32427 -3.42809 -2.79275
H: 4.08088 1.88992 1.90824
H: 0.53806 -1.02309 -2.67134
H: 2.24358 5.20947 2.22849
C: -1.41268 -4.95844 -1.22998
H: -2.34732 -0.77176 0.33828
C: 1.36044 4.90997 2.78075
S: 1.71387 1.74969 -1.72562
C: -0.16097 -1.53504 -2.01833
C: -1.19451 -3.55262 -1.22727
C: 1.06133 5.58077 3.94517
H: -1.88025 4.06491 4.72807
H: 4.17254 4.69064 0.33491
C: -0.69861 3.62679 3.00278
C: 5.60033 3.16963 0.97889
H: -0.10478 -5.69919 -2.76524
Zr: -0.76032 1.39225 -1.11542
O: -2.73544 1.66239 -0.63445
N: -0.88672 -0.76200 -1.16185
N: 2.04123 3.18365 0.61252
C: 4.80480 2.66464 2.17551
C: 4.75019 3.85978 -0.08179
C: -2.96243 -7.92149 -0.12941
C: -2.23821 -6.85425 -0.69964
H: -3.67783 -7.74111 0.66033
H: -4.17518 1.53595 -3.60262
C: 0.48483 3.91607 2.30004
C: -1.05335 -8.37936 -2.23277
H: 4.28171 3.48901 2.67890
N: -4.23765 1.70579 -2.60367
H: -1.62178 -10.40768 -2.00754
C: -0.98135 4.29620 4.17425
H: 6.33771 3.90506 1.30422
H: 1.72061 6.35653 4.30863
C: 2.56538 2.68527 -0.55542
C: -1.76919 -1.40114 -0.32774
C: -2.96664 2.20111 -1.84417
O: -1.82491 2.17947 -2.59840
N: 3.82137 2.95063 -0.79559
C: -1.30317 -7.09789 -1.73231
H: 4.19249 2.52074 -1.63564
H: -4.72837 3.40615 -1.33350
H: -0.32910 5.79429 5.56301
C: -0.28342 -2.89022 -2.07971
H: -0.33991 -8.56389 -3.02367
H: -3.24819 -10.02184 -0.21326
C: -4.05600 3.12842 -2.13375
H: 5.36601 4.29102 -0.86909

---

(3)
Formula: C25H28AuF5O2
Source: the OMol25 dataset
Level of theory: the ωB97M-V functional and the def2-TZVPD basis

Properties
spin multiplicity = 3
net charge = 0
molecular weight = 652.454 g/mol
energy = -1754.61879 Eh
E_LUMO (spin up / spin down) = 0.4 / -2.6 eV
Kohn-Sham gap (spin up / spin down) = 7.6 / 5.1 eV
HOMO energy (spin up / spin down) = -0.266 / -0.285 hartree
relative energy (zero: lowest compared OMol25 entry of this formula, charge and spin) = 2.1 kJ/mol

Geometry (Å):
H: -2.49423 6.42301 -2.22031
H: 0.31294 2.61344 3.43866
F: -3.02952 0.32800 -1.49842
H: -2.03941 2.55053 -2.29685
C: -3.31864 -3.29649 -1.51185
H: 0.00633 -1.47624 1.91972
H: 1.65825 0.28313 3.17770
H: -1.09620 6.46751 1.61907
C: 2.17813 -0.53762 -0.85968
H: 1.05224 8.35056 -0.82102
C: -2.05559 -3.65072 -1.06069
H: 3.69578 0.89426 -0.06157
C: 0.69262 0.52345 2.73368
F: -1.70034 -4.95029 -1.04936
C: -0.02547 1.73341 2.88492
C: -1.87530 3.59053 -2.01465
C: -1.29959 1.59205 2.29293
H: -0.60540 4.64474 0.87846
F: -4.84701 -1.59572 -2.11589
H: -2.14593 2.26483 2.41935
C: -1.37245 0.29885 1.64753
C: -1.46280 -1.30409 -0.79366
H: -2.59555 6.72846 0.69356
H: -3.64546 4.80738 -1.68868
C: -2.70695 -0.97532 -1.28007
O: -0.67469 6.29334 -1.11283
H: 0.12362 4.41857 -1.46000
C: -1.52273 6.93795 -2.11925
H: -1.81346 8.10089 1.52114
Au: -0.14405 0.28553 -0.24486
H: -2.68381 8.45526 -1.00288
H: -2.30350 -0.17972 1.36318
C: -1.65365 8.23839 -1.31877
F: -4.18857 -4.24209 -1.90910
C: -1.14195 -2.64548 -0.71735
C: -3.04496 4.08668 -1.14202
C: -3.65182 -1.94852 -1.60944
C: -1.63619 7.16751 0.97255
C: -0.83436 7.46268 -0.25638
H: -0.99911 6.96950 -3.08641
H: 0.62860 1.41418 -3.16575
C: 1.18954 1.00825 -2.32057
C: -1.24970 4.05291 0.21463
H: -3.68089 3.25073 -0.80845
O: -2.53068 4.72680 0.02529
F: 0.09426 -3.05819 -0.32890
C: 1.16700 -0.39164 -1.91133
H: -1.47249 3.10086 0.74770
C: -0.61086 3.66782 -1.12730
C: -0.12284 -0.40066 1.99614
H: -0.09401 2.69265 -1.05582
H: 2.43401 -1.47476 -0.36794
C: 2.25759 1.63796 -1.61574
H: -1.12080 9.10426 -1.72249
C: 0.49532 8.11193 0.08840
H: 1.10390 7.43839 0.70146
H: 2.63706 2.63524 -1.81244
H: 0.30913 9.04066 0.64463
H: 0.68680 -1.20009 -2.45092
H: -1.78627 4.22085 -2.90185
C: 2.84066 0.70685 -0.71798